(1)
Density functional theory data (ωB97M-V/def2-TZVPD) for 2 unconnected molecules or ions with the total composition C5H14NO2 in a non-equilibrium geometry.

The calculation puts the energy at -403.9014 a.u. The value obtained for the relative energy (zero: lowest compared OMol25 entry of this formula, charge and spin) is 105.0 kJ/mol. As for the gap between HOMO and LUMO: 11.39 eV.

Structure (ORCA input):
```
! RIJCOSX wB97M-V def2-TZVPD def2/J DEFGRID3
* xyz 1 1
O -2.6795 0.0277 -0.0922
C -1.7668 1.0408 0.2211
C -0.4544 0.6693 -0.3947
N 0.2590 -0.3064 0.6061
C 1.7337 -0.1814 0.2457
C 1.9464 1.1221 -0.5382
C 0.5858 1.7442 -0.7140
H -3.5053 0.1224 0.3894
H -2.1370 1.9963 -0.2245
H -1.7872 1.2079 1.3053
H -0.7133 0.0289 -1.2467
H 0.1609 -0.0990 1.6169
H 0.0550 -1.2910 0.4105
H 2.0328 -1.0427 -0.3484
H 2.3036 -0.2014 1.1854
H 2.5073 1.0196 -1.4401
H 2.5651 1.7183 0.1812
H 0.4002 2.6405 -0.0904
H 0.5154 2.1587 -1.7125
H 1.2086 -3.7983 0.4123
H -0.2644 -3.5301 0.8141
O 0.4924 -3.1589 0.3476
*
```

(2)
Density functional theory data (ωB97M-V/def2-TZVPD) for a molecular structure, C24H20IrN3O2S.

The calculation puts the energy at -1743.3548 a.u. As for the gap between HOMO and LUMO: 6.13 eV.

Structure (ORCA input):
```
! RIJCOSX wB97M-V def2-TZVPD def2/J DEFGRID3
* xyz 2 1
Ir 1.2464 -0.5245 0.0261
C 3.0507 -2.7251 -1.7822
C 3.2678 -1.2956 -2.1575
C 4.1702 -0.9511 -3.1674
C 4.3539 0.3663 -3.5158
C 3.6660 1.3613 -2.8217
C 2.8175 0.9906 -1.8104
N 2.6040 -0.3314 -1.5065
C 2.1543 1.9631 -0.8988
C 2.1917 3.3443 -0.9674
C 1.5377 4.0797 0.0150
C 0.8681 3.4423 1.0561
C 0.8529 2.0614 1.0872
N 1.4921 1.3870 0.1180
C 0.2421 1.1803 2.1200
C -0.3616 1.6515 3.2569
C -0.7747 0.7328 4.2235
C -0.5618 -0.6105 4.0173
C 0.0176 -1.0544 2.8257
C 0.2073 -2.5139 2.5689
N 0.3945 -0.1656 1.8970
H 3.1002 -3.3602 -2.6648
H 2.0857 -2.8811 -1.3027
H 3.8347 -3.0508 -1.0952
H 4.7104 -1.7384 -3.6744
H 5.0377 0.6330 -4.3101
H 3.8120 2.4030 -3.0670
H 2.7115 3.8427 -1.7722
H 1.5474 5.1600 -0.0311
H 0.3675 4.0180 1.8204
H -0.5000 2.7113 3.4129
H -1.2445 1.0795 5.1341
H -0.8462 -1.3387 4.7644
H -0.6985 -3.0641 2.8224
H 1.0123 -2.9000 3.1969
H 0.4553 -2.7192 1.5275
O -6.7645 -1.1087 0.4935
C -6.1143 -0.3238 -0.3822
O -6.6668 0.5553 -0.9685
C -4.6430 -0.5890 -0.5728
C -3.7932 -0.8404 0.5014
C -2.4339 -0.9957 0.2944
C -1.9216 -0.8964 -0.9951
S -0.2341 -1.0912 -1.4574
C -2.7716 -0.6435 -2.0761
C -4.1277 -0.4848 -1.8597
H -6.2144 -1.8412 0.7969
H -4.1892 -0.8966 1.5083
H -1.7839 -1.2062 1.1302
H -2.3685 -0.5613 -3.0773
H -4.7953 -0.2599 -2.6805
*
```

(3)
Density functional theory data (ωB97M-V/def2-TZVPD) for C4H7N in the gas phase in a non-equilibrium geometry.

The calculation puts the energy at -211.2238 a.u. The value obtained for the relative energy (zero: lowest compared OMol25 entry of this formula, charge and spin) is 359.4 kJ/mol. Its SMILES is C=N/C=C/C. As for the gap between HOMO and LUMO: 9.36 eV.

Structure (ORCA input):
```
! RIJCOSX wB97M-V def2-TZVPD def2/J DEFGRID3
* xyz 0 1
C 1.0125 -1.0831 1.7739
N -0.2248 -1.1219 1.1063
C -0.4723 0.1819 0.3556
C 0.1787 0.6601 -0.7474
C -0.5026 1.1001 -2.0685
H 1.2787 -1.9940 2.2967
H 1.4313 -0.0565 2.0399
H -1.6196 0.1061 0.4397
H 1.2038 0.6344 -1.0852
H -0.6549 0.3588 -2.9276
H 0.0931 1.9457 -2.4340
H -1.4561 1.7048 -1.9555
*
```

(4)
Density functional theory data (ωB97M-V/def2-TZVPD) for a molecular structure, C3H7O2Ru in a non-equilibrium geometry.

Its expectation value of S² is 12.03. The calculation puts the energy at -363.2613 a.u. The value obtained for the relative energy (zero: lowest compared OMol25 entry of this formula, charge and spin) is 104.6 kJ/mol. As for the gap between HOMO and LUMO (spin up / spin down): 10.00 / 6.82 eV.

Structure (ORCA input):
```
! RIJCOSX wB97M-V def2-TZVPD def2/J DEFGRID3
* xyz 1 7
C 0.4744 -1.8307 0.0205
C -0.6557 -0.8354 0.1038
O -0.0524 0.4614 0.4554
C -0.6269 1.6589 0.0239
Ru 1.8690 -0.2499 0.1768
H 0.4472 -2.5534 0.8479
H 0.4613 -2.3857 -0.9280
H -1.3439 -1.0008 0.9476
H -1.2519 -0.7248 -0.8153
H 0.8115 2.1412 -0.5542
H -1.5614 1.5378 -0.5365
O 2.1875 1.4452 -0.6165
H -0.7587 2.3363 0.8744
*
```

(5)
Density functional theory data (ωB97M-V/def2-TZVPD) for 2 unconnected molecules or ions with the total composition C2H10N3 in a non-equilibrium geometry.

The calculation puts the energy at -246.1933 a.u. The value obtained for the relative energy (zero: lowest compared OMol25 entry of this formula, charge and spin) is 171.4 kJ/mol. As for the gap between HOMO and LUMO: 9.87 eV.

Structure (ORCA input):
```
! RIJCOSX wB97M-V def2-TZVPD def2/J DEFGRID3
* xyz 1 1
N -0.1244 0.1220 0.0869
C -0.6627 -0.2121 -1.0218
N -2.0542 -0.3692 -1.1489
N 0.0486 -0.5057 -2.1934
H -0.6152 0.2707 0.9648
H 0.8812 0.2213 0.2291
H -2.3396 -1.3246 -1.3666
H -2.4442 0.1841 -1.9013
H -0.1604 -1.4277 -2.5921
H -0.1931 0.1794 -2.9088
C 1.5160 0.5753 2.3519
H 2.1461 0.9460 1.5439
H 1.3054 -0.4841 2.2120
H 0.6124 1.1771 2.4704
H 2.0840 0.6475 3.2739
*
```

(6)
Density functional theory data (ωB97M-V/def2-TZVPD) for a molecular structure, C41H62N3O8P4Pb in a non-equilibrium geometry.

The calculation puts the energy at -3923.8790 a.u. The value obtained for the relative energy (zero: lowest compared OMol25 entry of this formula, charge and spin) is 200.4 kJ/mol. As for the gap between HOMO and LUMO: 7.62 eV.

Structure (ORCA input):
```
! RIJCOSX wB97M-V def2-TZVPD def2/J DEFGRID3
* xyz 1 1
Pb 0.5269 0.6652 -1.8010
O 0.0165 5.7358 -1.3956
C 0.4790 4.7966 -0.7737
O 0.1114 3.5575 -0.8718
C 1.6289 4.9820 0.1508
C 1.9975 6.2722 0.5048
C 3.1012 6.4785 1.3113
C 3.8648 5.3920 1.7026
C 3.5085 4.1017 1.3411
C 2.3572 3.8703 0.5871
P 1.6795 2.1497 0.4120
C 3.1928 1.2923 1.0648
C 3.5258 1.0839 2.4004
C 4.7533 0.5354 2.7418
C 5.6637 0.1788 1.7565
C 5.3377 0.3640 0.4209
C 4.1129 0.9197 0.0838
C 0.5228 2.1864 1.8306
C 0.7914 2.8993 2.9971
C -0.1330 2.9074 4.0321
C -1.3406 2.2383 3.9000
C -1.6285 1.5551 2.7280
C -0.6908 1.5229 1.7094
H 1.3910 7.0910 0.1414
H 3.3776 7.4799 1.6128
H 4.7483 5.5455 2.3089
H 4.1322 3.2794 1.6620
H 2.8399 1.3781 3.1821
H 5.0122 0.3925 3.7832
H 6.6213 -0.2446 2.0300
H 6.0368 0.0763 -0.3538
H 3.8707 1.1029 -0.9601
H 1.7078 3.4670 3.0897
H 0.0848 3.4526 4.9414
H -2.0620 2.2664 4.7061
H -2.5869 1.0644 2.6065
H -0.8958 1.0188 0.7742
C -1.8812 -4.4279 -5.8148
O -2.1180 -3.0666 -5.4789
P -1.6328 -2.4237 -4.0513
O -2.7564 -1.2425 -4.0073
C -4.1561 -1.4883 -3.9713
O -0.3882 -1.4717 -4.4923
C -0.4329 -0.7633 -5.7399
H -2.7573 -4.7970 -6.3451
H -1.7152 -5.0445 -4.9269
H -1.0132 -4.5106 -6.4699
H -4.6405 -0.7551 -4.6147
H -4.5290 -1.3639 -2.9519
H -4.4026 -2.4869 -4.3353
H 0.0734 -1.3451 -6.5092
H 0.0837 0.1858 -5.6033
H -1.4597 -0.5835 -6.0548
C 1.5914 -1.0175 6.0254
C 0.8043 -0.9322 4.7352
O 1.4707 -1.7009 3.7318
P 0.8205 -1.6857 2.2194
O 1.7779 -2.8695 1.6107
C 3.1762 -2.6702 1.4157
C 3.8318 -4.0055 1.1304
O -0.5174 -2.5990 2.3984
C -0.5392 -3.9586 2.8696
C -0.4094 -4.1081 4.3754
H 1.0919 -0.4350 6.7994
H 2.5959 -0.6179 5.8846
H 1.6721 -2.0523 6.3566
H 0.7058 0.1085 4.4106
H -0.2098 -1.3190 4.8744
H 3.6106 -2.2296 2.3116
H 3.3346 -1.9723 0.5870
H 3.6614 -4.6899 1.9610
H 4.9057 -3.8646 1.0075
H 3.4361 -4.4585 0.2205
H 0.2521 -4.5225 2.3756
H -1.5088 -4.3463 2.5488
H 0.5881 -3.8266 4.7049
H -0.5841 -5.1520 4.6370
H -1.1442 -3.4904 4.8921
C -2.7476 1.5063 -3.8139
P -1.6002 2.2490 -2.5671
C -0.5943 3.2841 -3.7060
C -2.8531 3.2914 -1.7443
C -3.3613 4.4201 -2.3766
C -4.2997 5.2097 -1.7351
C -4.7521 4.8655 -0.4690
C -4.2777 3.7175 0.1446
C -3.3294 2.9308 -0.4916
H -3.2241 2.2960 -4.3959
H -3.5242 0.9545 -3.2854
H -2.2207 0.8192 -4.4739
H -0.8887 4.3251 -3.6112
H -0.7339 2.9373 -4.7282
H 0.4631 3.2291 -3.4402
H -3.0050 4.7011 -3.3586
H -4.6679 6.1043 -2.2192
H -5.4612 5.5009 0.0445
H -4.6332 3.4426 1.1296
H -2.9382 2.0504 -0.0002
C -2.5106 -1.2713 0.1123
N -1.9419 -2.4902 -0.4357
C -2.8599 -3.5864 -0.6795
C -0.6341 -2.5310 -0.7283
N 0.0976 -1.4278 -0.7306
N -0.0761 -3.7372 -1.0608
C 1.1424 -3.7466 -1.8509
C -0.2368 -4.9192 -0.2251
H -3.4977 -1.4902 0.5120
H -2.5969 -0.4932 -0.6554
H -1.8745 -0.9184 0.9204
H -3.7926 -3.1842 -1.0763
H -3.0947 -4.1289 0.2401
H -2.4466 -4.2770 -1.4088
H 1.0722 -1.7126 -0.6931
H 1.0883 -2.9858 -2.6274
H 1.2231 -4.7226 -2.3299
H 2.0423 -3.5934 -1.2427
H -0.9868 -4.7477 0.5393
H 0.7092 -5.1434 0.2755
H -0.5211 -5.7825 -0.8315
*
```

(7)
Density functional theory data (ωB97M-V/def2-TZVPD) for a molecular structure, C6H6BaF2O10P in a non-equilibrium geometry.

Its expectation value of S² is 0.76. The calculation puts the energy at -1551.2999 a.u. As for the gap between HOMO and LUMO (spin up / spin down): 7.25 / 6.79 eV.

Structure (ORCA input):
```
! RIJCOSX wB97M-V def2-TZVPD def2/J DEFGRID3
* xyz 0 2
Ba -0.4214 0.8941 3.3677
P 2.4970 -0.0011 3.8904
O 3.6670 0.7515 4.5019
O 1.2462 -0.5901 4.6217
O 3.2259 -0.6267 2.7141
O 2.0080 1.2631 3.0940
C -3.8990 0.8182 -1.7963
C -2.5512 0.1972 -2.1516
O -1.6899 0.6837 -1.2344
C -2.3735 1.2509 -0.1692
O -1.8817 1.6507 0.8940
O -3.7374 1.2316 -0.5399
F -2.1922 0.6920 -3.3781
H -4.8361 0.3334 -2.0699
H -3.9728 1.7024 -2.4294
H -2.4307 -0.8851 -2.1976
C 2.1927 -1.7030 -1.1970
C 2.1430 -0.1538 -1.1545
O 1.4384 0.1799 0.0575
C 0.7881 -0.9473 0.4645
O -0.1094 -1.0154 1.2346
O 1.1335 -1.9936 -0.3034
F 1.4428 0.2235 -2.2324
H 3.0828 -2.0232 -0.6554
H 2.1092 -2.2586 -2.1311
H 3.1208 0.3257 -1.2001
*
```

(8)
Density functional theory data (ωB97M-V/def2-TZVPD) for 6 unconnected molecules or ions with the total composition C19H25Cl9F16O2 in a non-equilibrium geometry.

The calculation puts the energy at -6628.9639 a.u. Its SMILES is FC(F)C(F)(F)COC(F)(F)C(F)F.FC(F)C(F)(F)COC(F)(F)C(F)F.ClC(Cl)Cl.ClC(Cl)Cl.ClC(Cl)Cl.CCCCCC. As for the gap between HOMO and LUMO: 10.86 eV.

Structure (ORCA input):
```
! RIJCOSX wB97M-V def2-TZVPD def2/J DEFGRID3
* xyz 0 1
F 6.2185 -0.3582 -0.8161
C 7.1932 -1.1546 -1.0837
F 6.8004 -2.4140 -1.2889
C 8.1190 -0.5854 -2.1480
F 8.6200 0.5735 -1.7314
F 7.5468 -0.3825 -3.3185
C 9.3096 -1.5418 -2.3815
O 9.8875 -2.1137 -1.2333
C 10.9247 -1.3962 -0.5290
F 10.3513 -0.4934 0.2852
F 11.5305 -2.3568 0.2626
C 12.0528 -0.7677 -1.3860
F 12.5372 -1.6506 -2.2975
F 11.7483 0.3331 -2.0335
H 7.7857 -1.2197 -0.1711
H 10.0101 -1.1432 -3.1153
H 8.8389 -2.3961 -2.8680
H 12.9257 -0.4602 -0.8101
F -3.3669 1.5499 -2.3020
C -2.9549 2.8106 -2.0543
F -1.6344 2.7159 -1.8504
C -3.4550 3.8673 -3.1103
F -2.7281 3.6833 -4.2305
F -3.1606 5.1445 -2.8104
C -4.9116 3.7898 -3.4287
O -5.7145 3.8748 -2.2300
C -7.0520 4.3484 -2.3312
F -7.0032 5.5815 -2.7955
F -7.6671 3.5811 -3.2584
C -7.7854 4.2081 -0.9795
F -9.0656 4.6054 -1.0342
F -7.7489 2.9306 -0.5476
H -3.2878 3.1464 -1.0722
H -5.1588 2.8307 -3.8837
H -5.1795 4.5730 -4.1378
H -7.2112 4.7583 -0.2341
Cl -7.9828 -4.6772 -6.9807
C -7.0604 -3.3932 -6.1120
Cl -8.1044 -2.5025 -5.0296
Cl -6.1770 -2.2979 -7.2269
H -6.3179 -3.8740 -5.4751
Cl 4.7094 -2.1357 5.4841
C 4.1666 -3.7884 5.9838
Cl 4.7843 -4.2361 7.6134
Cl 4.7766 -4.9822 4.8634
H 3.0784 -3.8435 5.9560
Cl -1.8273 -4.4343 -1.1927
C -0.2973 -4.1855 -0.3476
Cl 0.7450 -5.5945 -0.7715
Cl -0.5577 -4.0479 1.4077
H 0.1931 -3.2866 -0.7211
C -0.6943 2.3284 3.4483
C -1.4537 1.0403 3.4872
C -2.8419 1.3603 4.1064
C -3.7495 0.0457 4.2655
C -4.5689 -0.4064 3.0386
C -5.1552 -1.7733 3.0983
H -1.0832 3.0159 2.6971
H 0.3809 2.1756 3.3551
H -0.8267 2.8550 4.3934
H -1.5759 0.5003 2.5483
H -0.9675 0.4101 4.2319
H -3.4031 2.1034 3.5398
H -2.8463 1.8887 5.0597
H -3.0588 -0.7027 4.6542
H -4.3914 0.2830 5.1139
H -5.3696 0.3279 2.9496
H -3.9344 -0.3220 2.1564
H -4.4277 -2.5118 2.7616
H -5.4263 -2.0305 4.1223
H -6.0501 -1.7810 2.4760
*
```

Q: Among the records above, which one has the highest energy?
A: C4H7N

Q: Look up the energy of the second one.
A: -1743.3548 a.u.

Q: What is the energy in the seventh record?
A: -1551.2999 a.u.